# 1
2 unconnected molecules or ions with the total composition C6H17N2 in a non-equilibrium geometry. Source: OMol25; level of theory: wB97M-V/def2-TZVPD.

Each line ends with the Mulliken spin population.
Cartesian coordinates (Å):
N: -2.436 1.214 -1.307  0.03
N: 0.047 -2.013 1.827  0.02
C: -1.023 1.330 -0.985  -0.04
C: 0.399 -1.775 -0.608  0.05
C: -0.532 0.953 0.403  0.88
C: 2.242 -1.141 1.034  0.02
C: -0.592 2.773 -1.302  0.07
C: 1.064 -2.062 0.760  -0.03
H: 1.884 -0.104 1.059  -0.01
H: -0.401 -1.100 1.797  0.01
H: 0.407 3.019 -0.955  0.00
H: -1.328 0.708 1.102  0.01
H: 0.500 -2.071 2.735  0.00
H: 2.730 -1.342 1.989  0.00
H: 0.872 -2.364 -1.389  0.01
H: -0.491 0.691 -1.701  0.02
H: 1.390 -3.103 0.779  0.00
H: 0.627 -0.731 -0.808  -0.02
H: -0.862 2.978 -2.331  0.00
H: 2.993 -1.116 0.238  0.00
H: -2.770 0.272 -1.112  0.00
H: -0.673 -1.869 -0.473  -0.01
H: -3.029 1.777 -0.701  0.00
H: 0.257 1.632 0.710  0.03
H: -1.276 3.444 -0.760  -0.01

Output
Energy: -9475.4683 eV
Molecular weight: 117.22 g/mol
Charge: 0
Energy above the lowest of the compared OMol25 structures with the same formula, charge and spin: 13.8 kcal per mole
Spin multiplicity: 2

# 2
2 unconnected molecules or ions with the total composition C6H17N2 in a non-equilibrium geometry. Source: OMol25; level of theory: wB97M-V/def2-TZVPD.

Each line ends with the Mulliken spin population.
Cartesian coordinates (Å):
N: 1.487 0.048 0.303  0.29
N: -0.992 0.473 0.291  0.77
C: -1.611 -0.928 2.462  0.00
C: 2.080 0.631 -0.893  -0.03
C: 1.407 -0.159 -2.014  0.01
C: 1.732 2.129 -0.963  0.02
C: -2.361 -1.435 -0.049  0.05
C: -1.475 -0.792 0.898  -0.08
H: -2.641 -2.382 0.322  0.01
H: 0.340 -0.031 -1.965  0.00
H: 1.854 2.558 0.050  0.00
H: 1.391 -1.208 -1.833  0.00
H: -0.535 -0.781 2.764  0.00
H: -0.508 -1.322 0.789  0.01
H: -2.273 -0.070 2.696  0.00
H: -1.768 -1.432 -0.985  0.00
H: 1.706 0.161 -3.002  0.00
H: 3.222 0.618 -0.976  0.01
H: 2.153 0.257 1.109  -0.02
H: 0.379 0.346 0.502  -0.01
H: -3.234 -0.885 -0.274  0.00
H: -1.881 -1.805 3.018  0.00
H: -1.490 1.306 0.656  -0.03
H: 2.360 2.525 -1.752  0.00
H: 0.661 2.177 -1.158  0.00

Output
Energy: -9473.7593 eV
Molecular weight: 117.22 g/mol
Charge: 0
Energy above the lowest of the compared OMol25 structures with the same formula, charge and spin: 53.2 kcal per mole
Spin multiplicity: 2

# 3
A gas-phase ion, C6H17N2 (charge +1) in a non-equilibrium geometry. Source: OMol25; level of theory: wB97M-V/def2-TZVPD.

Each line ends with the Löwdin charge.
Cartesian coordinates (Å):
N: 2.230 -0.108 -0.094  0.19
N: -0.759 -1.528 -0.392  -0.08
C: 1.763 -1.544 -0.250  -0.09
C: -1.449 -0.310 -0.733  -0.21
C: -0.707 1.667 0.814  -0.26
C: -0.239 2.613 -0.251  -0.12
C: -1.780 0.566 0.473  -0.17
C: 0.402 -1.702 0.451  -0.22
H: 0.615 3.265 -0.034  0.08
H: -2.603 1.271 0.332  0.11
H: -1.015 3.379 -0.384  0.09
H: -2.020 -0.031 1.362  0.12
H: 1.764 -1.838 -1.293  0.14
H: 0.127 1.024 1.181  0.07
H: 2.332 0.478 -0.926  0.17
H: 1.420 0.449 0.309  0.12
H: 3.010 0.032 0.547  0.17
H: 0.371 -2.747 0.774  0.13
H: 0.085 2.243 -1.229  0.06
H: -0.764 0.361 -1.296  0.09
H: -2.148 -0.586 -1.529  0.13
H: -1.109 2.200 1.672  0.12
H: -1.176 -2.430 -0.507  0.11
H: 2.473 -2.161 0.301  0.13
H: 0.244 -1.274 1.455  0.13

Output
Energy: -9469.9217 eV
Molecular weight: 117.22 g/mol
Charge: +1
Energy above the lowest of the compared OMol25 structures with the same formula, charge and spin: 48.7 kcal per mole
SMILES: CCCCNCC[NH3+]

# 4
2 unconnected molecules or ions with the total composition C6H17N2 in a non-equilibrium geometry. Source: OMol25; level of theory: wB97M-V/def2-TZVPD.

Each line ends with the Löwdin charge.
Cartesian coordinates (Å):
N: 0.203 3.057 0.329  0.00
N: 0.360 -0.025 1.116  0.00
C: 0.368 -1.686 -0.924  -0.45
C: -0.343 -0.871 0.157  -0.16
C: 0.739 -0.972 -2.239  -0.08
C: -0.295 1.103 1.902  -0.12
C: -0.377 -2.912 -1.273  -0.11
C: -0.826 2.254 0.988  -0.26
H: -0.789 -1.682 0.746  0.14
H: -1.565 2.886 1.510  0.13
H: -0.072 -0.426 -2.783  0.09
H: 1.812 0.619 0.229  0.41
H: 0.173 4.058 0.545  0.09
H: -1.516 1.804 0.247  0.10
H: 1.549 -0.225 -2.022  0.07
H: -0.577 -3.454 -0.359  0.07
H: 1.391 -2.024 -0.593  0.15
H: -1.159 0.770 2.476  0.14
H: 0.918 -0.559 1.785  0.14
H: 0.288 -3.667 -1.804  0.12
H: 1.131 2.684 0.592  0.05
H: -1.126 -0.211 -0.237  0.13
H: -1.374 -2.899 -1.768  0.11
H: 0.662 1.331 2.469  0.14
H: 0.994 -1.796 -2.974  0.10

Output
Energy: -9466.8870 eV
Molecular weight: 117.22 g/mol
Charge: +1
Energy above the lowest of the compared OMol25 structures with the same formula, charge and spin: 118.7 kcal per mole